Arrangement P

# H12O6

6 unconnected molecules or ions with the total composition H12O6 (the ωB97M-V functional and the def2-TZVPD basis, the Open Molecules 2025 dataset).

Output
* gap between HOMO and LUMO: 11.30 eV
* SMILES: O.O.O.O.O.O
* total charge: 0

XYZ file:
```
18
Properties=species:S:1:pos:R:3:nbo_charge:R:1
O 0.852 -1.047 1.116 -0.980
H 0.196 -1.826 1.133 0.498
H 0.438 -0.412 0.537 0.490
O 2.204 -0.885 -0.845 -0.972
H 2.079 -1.819 -1.074 0.480
H 2.469 -0.947 0.109 0.502
O -0.259 1.405 3.081 -0.967
H 0.221 0.542 3.001 0.491
H -0.238 1.746 3.974 0.474
O 1.517 1.351 -2.088 -0.969
H 2.276 0.671 -1.832 0.504
H 1.464 1.871 -1.382 0.451
O -1.854 1.209 -2.426 -0.951
H -1.989 1.383 -3.328 0.462
H -0.904 0.949 -2.387 0.488
O -2.515 -1.569 0.798 -0.953
H -2.590 -0.668 0.936 0.477
H -3.367 -1.955 0.677 0.476
```

Arrangement Q

# H12O6

6 unconnected molecules or ions with the total composition H12O6 (the ωB97M-V functional and the def2-TZVPD basis, the Open Molecules 2025 dataset).

Output
* gap between HOMO and LUMO: 10.87 eV
* SMILES: O.O.O.O.O.O
* total charge: 0

XYZ file:
```
18
Properties=species:S:1:pos:R:3:nbo_charge:R:1
O -0.649 0.452 2.501 -0.928
H -1.369 0.787 3.030 0.493
H -1.112 0.194 1.692 0.468
O 1.159 -0.345 -0.081 -0.962
H 1.387 -1.224 -0.268 0.491
H 0.683 -0.335 0.759 0.484
O -0.261 3.002 1.975 -0.952
H -0.283 2.059 2.101 0.464
H -0.773 3.028 1.176 0.455
O 0.601 -2.464 -2.020 -0.965
H 0.244 -1.680 -2.395 0.480
H 1.520 -2.565 -2.322 0.492
O 0.943 1.962 -1.530 -0.970
H 1.118 1.140 -1.101 0.487
H 1.708 2.506 -1.435 0.467
O -1.917 -2.463 -0.623 -0.925
H -1.245 -2.388 -1.323 0.475
H -1.754 -1.665 -0.136 0.447
```

Arrangement R

# H12O6

6 unconnected molecules or ions with the total composition H12O6 (the ωB97M-V functional and the def2-TZVPD basis, the Open Molecules 2025 dataset).

Output
* gap between HOMO and LUMO: 11.44 eV
* SMILES: O.O.O.O.O.O
* total charge: 0

XYZ file:
```
18
Properties=species:S:1:pos:R:3:nbo_charge:R:1
O -1.764 -0.252 -3.559 -0.949
H -1.700 -1.014 -2.971 0.478
H -2.371 0.345 -3.109 0.472
O 0.676 2.338 0.887 -0.954
H 0.043 2.955 0.508 0.472
H 1.085 1.915 0.121 0.481
O 0.414 -0.305 2.725 -0.965
H 1.260 0.159 2.716 0.490
H -0.184 0.289 3.194 0.484
O -0.828 -2.937 2.632 -0.961
H -1.637 -2.660 3.073 0.461
H -0.304 -2.122 2.536 0.491
O -0.454 -0.144 -0.664 -0.960
H 0.466 -0.073 -0.944 0.472
H -0.435 -0.729 0.106 0.481
O 1.876 1.067 -2.195 -0.958
H 1.223 0.696 -2.808 0.489
H 2.634 0.472 -2.248 0.477
```

Most stable pick: arrangement R. Distance to second place: 0.480 eV.

Arrangement P

# H12O6

6 unconnected molecules or ions with the total composition H12O6 (the ωB97M-V functional and the def2-TZVPD basis, the Open Molecules 2025 dataset).

Output
* gap between HOMO and LUMO: 11.05 eV
* SMILES: O.O.O.O.O.O
* total charge: 0

XYZ file:
```
18
Properties=species:S:1:pos:R:3:nbo_charge:R:1
O -0.158 -0.549 0.695 -0.916
H -0.127 -0.646 -0.263 0.444
H -0.955 -1.025 0.954 0.473
O 2.644 -3.385 -1.216 -0.932
H 2.040 -2.836 -0.703 0.466
H 2.244 -3.417 -2.092 0.466
O -2.778 -1.524 4.042 -0.933
H -2.526 -2.419 3.791 0.466
H -1.958 -1.022 3.977 0.468
O 2.917 2.434 1.697 -0.937
H 2.753 1.507 1.904 0.469
H 2.624 2.906 2.485 0.467
O -1.004 3.335 -2.849 -0.931
H -0.790 3.878 -3.616 0.462
H -0.145 3.058 -2.511 0.469
O -1.584 0.296 -2.079 -0.904
H -1.016 -0.335 -1.622 0.432
H -2.182 -0.256 -2.594 0.471
```

Arrangement Q

# H12O6

6 unconnected molecules or ions with the total composition H12O6 (the ωB97M-V functional and the def2-TZVPD basis, the Open Molecules 2025 dataset).

Output
* gap between HOMO and LUMO: 10.29 eV
* SMILES: O.O.O.O.O.O
* total charge: 0

XYZ file:
```
18
Properties=species:S:1:pos:R:3:nbo_charge:R:1
O -1.273 -0.118 2.732 -0.951
H -0.471 -0.393 3.190 0.459
H -1.119 -0.110 1.807 0.489
O -2.283 0.164 -3.927 -0.960
H -2.103 1.112 -3.841 0.471
H -1.668 -0.270 -3.289 0.473
O 0.374 2.578 2.024 -0.923
H 0.517 1.760 1.534 0.474
H 0.851 2.307 2.769 0.444
O 0.150 0.352 0.019 -1.022
H -0.131 -0.051 -0.848 0.500
H 0.999 -0.066 0.323 0.491
O 2.220 -0.636 1.421 -0.949
H 2.257 -1.551 1.122 0.481
H 2.687 -0.625 2.229 0.488
O -0.279 -1.108 -2.301 -0.950
H 0.305 -1.655 -2.824 0.496
H -1.036 -1.689 -2.136 0.488
```

Most stable pick: arrangement Q. Distance to second place: 0.501 eV.

Arrangement P

# C4H9N2

A gas-phase ion, C4H9N2 (charge +1) (the ωB97M-V functional and the def2-TZVPD basis, the Open Molecules 2025 dataset).

Output
* multiplicity: 3
* gap between HOMO and LUMO (spin up / spin down): 8.68 / 7.98 eV
* total charge: +1

XYZ file:
```
15
Properties=species:S:1:pos:R:3:lowdin_spin:R:1
C -1.775 -1.015 0.226 0.671
C -0.177 0.512 -0.127 0.071
C 0.553 1.004 -1.489 0.046
C 1.196 -0.792 1.488 0.127
N 0.435 -0.768 0.345 0.862
N -1.537 0.108 -0.277 0.072
H -2.665 -1.599 0.365 0.045
H 0.100 1.416 0.435 0.003
H 0.072 1.986 -1.806 0.005
H 0.336 0.136 -2.207 0.000
H 1.701 1.108 -1.300 0.001
H 0.942 0.047 2.226 0.017
H 0.786 -1.669 1.925 0.020
H 2.227 -0.909 1.198 0.042
H -2.195 0.436 -1.004 0.019
```

Arrangement Q

# C4H9N2

A molecular structure, C4H9N2 (the ωB97M-V functional and the def2-TZVPD basis, the Open Molecules 2025 dataset).

Output
* multiplicity: 3
* gap between HOMO and LUMO (spin up / spin down): 6.91 / 8.21 eV
* total charge: +1

XYZ file:
```
15
Properties=species:S:1:pos:R:3:lowdin_spin:R:1
C 0.006 1.804 -0.323 0.493
C 0.460 0.379 -0.366 0.159
C -0.829 0.176 0.527 0.102
C -1.857 -0.688 -0.130 0.003
N -1.059 1.646 0.351 1.079
N 1.781 0.094 0.297 0.058
H 0.192 2.772 -0.710 0.035
H 0.529 -0.224 -1.425 0.043
H -0.544 -0.191 1.483 0.002
H -1.620 -0.587 -1.115 0.001
H -2.793 -0.267 0.146 0.003
H -1.981 -1.732 0.204 0.001
H 1.804 0.467 1.213 0.008
H 2.575 0.442 -0.255 0.005
H 2.058 -0.846 0.301 0.008
```

Most stable pick: arrangement P. Distance to second place: 0.238 eV.

Arrangement P

# H4O2P2

H4O2P2 in the gas phase (the ωB97M-V functional and the def2-TZVPD basis, the Open Molecules 2025 dataset).

Output
* gap between HOMO and LUMO: 9.59 eV
* SMILES: OP(O)#[PH2]
* total charge: 0

XYZ file:
```
8
Properties=species:S:1:pos:R:3:nbo_charge:R:1
O 1.039 1.347 0.620 -0.998
P 0.405 -0.037 -0.612 1.059
O 0.792 -1.404 0.107 -1.009
P -1.576 0.153 0.056 -0.040
H 1.940 1.563 0.266 0.470
H 0.992 -1.231 1.065 0.511
H -1.622 -1.187 -0.347 -0.001
H -1.971 0.797 -1.156 0.008
```

Arrangement Q

# H4O2P2

H4O2P2 in the gas phase (the ωB97M-V functional and the def2-TZVPD basis, the Open Molecules 2025 dataset).

Output
* gap between HOMO and LUMO: 9.78 eV
* SMILES: OP(O)#[PH2]
* total charge: 0

XYZ file:
```
8
Properties=species:S:1:pos:R:3:nbo_charge:R:1
O 1.198 1.192 0.295 -1.012
P 0.538 -0.167 -0.643 1.073
O 1.062 -1.437 0.392 -0.998
P -1.601 -0.209 -0.018 -0.078
H 0.879 1.457 1.197 0.494
H 1.796 -1.982 -0.034 0.501
H -2.144 -0.087 -1.332 0.006
H -1.728 1.234 0.143 0.013
```

Most stable pick: arrangement Q. Distance to second place: 0.504 eV.

Arrangement P

# C4H13N2S2

2 unconnected molecules or ions with the total composition C4H13N2S2 (the ωB97M-V functional and the def2-TZVPD basis, the Open Molecules 2025 dataset).

Output
* gap between HOMO and LUMO: 9.78 eV
* total charge: +1

XYZ file:
```
21
Properties=species:S:1:pos:R:3:nbo_charge:R:1
C 0.772 -3.184 -0.067 -0.632
C -0.449 -2.316 0.170 -0.504
S -0.802 -1.358 -1.352 0.076
S -2.410 -0.179 -0.750 -0.135
H 1.672 -2.586 -0.215 0.205
H 0.644 -3.815 -0.948 0.228
H 0.931 -3.855 0.776 0.244
H -0.305 -1.597 0.973 0.216
H -1.343 -2.899 0.374 0.232
H -3.373 -1.079 -1.016 0.159
C -0.019 2.691 0.512 0.059
C 0.878 1.734 0.254 -0.219
N 1.084 1.278 -1.125 -0.705
N -0.282 3.193 1.762 -0.760
H -0.541 3.176 -0.307 0.208
H 1.453 1.213 1.000 0.226
H 0.606 0.350 -1.274 0.441
H 0.680 1.937 -1.790 0.435
H 2.077 1.176 -1.370 0.435
H -0.049 2.576 2.526 0.391
H -1.222 3.544 1.868 0.401
```

Arrangement Q

# C4H13N2S2

3 unconnected molecules or ions with the total composition C4H13N2S2 (the ωB97M-V functional and the def2-TZVPD basis, the Open Molecules 2025 dataset).

Output
* gap between HOMO and LUMO: 3.78 eV
* total charge: +1

XYZ file:
```
21
Properties=species:S:1:pos:R:3:nbo_charge:R:1
N -2.055 -0.735 0.825 -0.614
C -2.476 0.507 0.130 -0.267
C -3.400 0.152 -1.084 -0.595
S -2.458 0.256 -2.592 0.165
S 0.747 -0.613 1.227 0.399
C 2.076 -0.713 -0.032 -0.608
C 3.396 -0.103 0.534 -0.216
N 3.260 1.282 0.980 -0.743
H -1.400 -1.169 0.145 0.369
H -1.482 -0.557 1.642 0.379
H -1.121 -1.079 -1.760 -0.022
H -3.086 1.093 0.833 0.231
H -1.613 1.115 -0.244 0.223
H -3.689 -0.911 -0.995 0.246
H -4.179 0.924 -1.199 0.262
H 2.066 -1.810 -0.191 0.254
H 1.849 -0.302 -1.028 0.298
H 4.189 -0.107 -0.211 0.259
H 3.524 -0.761 1.409 0.216
H 3.483 1.986 0.247 0.389
H 2.369 1.546 1.364 0.376
```

Most stable pick: arrangement P. Distance to second place: 7.694 eV.

Arrangement P

# C3H12O4

4 unconnected molecules or ions with the total composition C3H12O4 (the ωB97M-V functional and the def2-TZVPD basis, the Open Molecules 2025 dataset).

Output
* gap between HOMO and LUMO: 9.86 eV
* SMILES: C=CCO.O.O.O
* total charge: 0

XYZ file:
```
19
Properties=species:S:1:pos:R:3:nbo_charge:R:1
C 1.500 -0.170 0.230 -0.388
C 0.857 1.014 0.320 -0.202
C 0.660 1.834 1.561 -0.101
O -0.236 1.079 2.429 -0.723
H 1.036 -0.919 -0.332 0.209
H 2.354 -0.331 0.975 0.196
H 0.099 1.329 -0.425 0.180
H 1.629 1.876 2.038 0.185
H 0.393 3.018 1.199 0.164
H -0.958 0.612 1.994 0.478
O 4.141 3.646 -0.796 -0.925
H 4.777 2.942 -0.670 0.462
H 4.525 4.019 -1.616 0.463
O -4.143 -3.718 -2.494 -0.957
H -3.759 -3.066 -1.964 0.460
H -3.934 -4.688 -2.341 0.492
O -2.233 -2.839 -0.395 -0.985
H -1.935 -3.781 -0.260 0.510
H -2.556 -2.428 -1.215 0.479
```

Arrangement Q

# C3H12O4

4 unconnected molecules or ions with the total composition C3H12O4 (the ωB97M-V functional and the def2-TZVPD basis, the Open Molecules 2025 dataset).

Output
* gap between HOMO and LUMO: 9.02 eV
* SMILES: C=C(C)O.O.O.O
* total charge: 0

XYZ file:
```
19
Properties=species:S:1:pos:R:3:nbo_charge:R:1
C 2.017 -0.066 -0.272 -0.564
C 0.846 -0.774 -0.283 0.359
C -0.035 -1.172 0.889 -0.686
O 0.598 -1.506 -1.405 -0.713
H 2.406 0.370 0.651 0.206
H 2.452 0.066 -1.260 0.193
H 0.654 -1.512 1.642 0.242
H -0.707 -0.346 1.005 0.230
H -0.611 -1.971 0.364 0.242
H 1.019 -1.253 -2.231 0.492
O 0.794 2.068 5.068 -0.927
H 0.066 2.185 4.436 0.463
H 1.538 2.204 4.470 0.463
O -5.551 -0.401 0.818 -0.941
H -5.115 0.452 0.740 0.470
H -6.334 -0.281 1.364 0.471
O 1.983 0.251 -5.252 -0.942
H 2.485 0.697 -5.946 0.472
H 1.496 0.988 -4.799 0.470
```

Arrangement R

# C3H12O4

3 unconnected molecules or ions with the total composition C3H12O4 (the ωB97M-V functional and the def2-TZVPD basis, the Open Molecules 2025 dataset).

Output
* gap between HOMO and LUMO: 10.34 eV
* SMILES: OCCCO.O.O
* total charge: 0

XYZ file:
```
19
Properties=species:S:1:pos:R:3:nbo_charge:R:1
O 0.666 -2.152 -3.406 -0.729
C 0.317 -1.797 -2.052 -0.056
C -0.340 -0.384 -1.970 -0.465
C 0.649 0.717 -1.585 -0.077
O 0.147 1.524 -0.509 -0.710
H -0.123 -2.158 -3.955 0.459
H -0.359 -2.550 -1.661 0.161
H 1.289 -1.852 -1.557 0.178
H -0.932 -0.340 -2.891 0.211
H -1.101 -0.524 -1.203 0.215
H 1.668 0.370 -1.443 0.172
H 0.645 1.419 -2.431 0.185
H 0.282 0.983 0.279 0.456
O 2.498 0.584 3.203 -0.944
H 2.663 1.165 2.453 0.473
H 1.720 0.895 3.672 0.471
O -3.489 1.064 5.021 -0.933
H -2.695 1.169 5.556 0.466
H -3.504 1.866 4.480 0.467
```

Arrangement S

# C3H12O4

4 unconnected molecules or ions with the total composition C3H12O4 (the ωB97M-V functional and the def2-TZVPD basis, the Open Molecules 2025 dataset).

Output
* gap between HOMO and LUMO: 10.12 eV
* SMILES: C=CCO.O.O.O
* total charge: 0

XYZ file:
```
19
Properties=species:S:1:pos:R:3:nbo_charge:R:1
C 2.614 1.356 -0.383 -0.385
C 2.315 0.069 -0.401 -0.209
C 0.966 -0.413 -0.910 -0.090
O 0.513 -1.647 -0.380 -0.759
H 3.635 1.774 -0.607 0.204
H 1.922 2.117 -0.090 0.193
H 3.044 -0.718 -0.333 0.201
H 0.235 0.373 -0.671 0.155
H 0.986 -0.527 -1.991 0.189
H -0.251 -2.039 -0.806 0.497
O -0.276 0.159 2.220 -0.971
H -0.454 -0.318 3.039 0.487
H 0.532 -0.201 1.827 0.497
O -2.556 1.210 0.786 -0.967
H -2.334 1.980 0.238 0.466
H -1.657 0.967 1.140 0.505
O -2.130 -0.733 -1.370 -0.962
H -2.600 -1.263 -0.706 0.463
H -2.269 0.068 -0.822 0.485
```

Most stable pick: arrangement R. Distance to second place: 0.273 eV.